No. 1
# C37H52N3OP2SW

C37H52N3OP2SW as an isolated structure (ωB97M-V/def2-TZVPD, the OMol25 dataset).

Structure (XYZ):
```
97
Properties=species:S:1:pos:R:3:forces:R:3:lowdin_charge:R:1
W -0.1291 0.0519 0.2130 -0.037 0.395 -0.162 1.35
C 4.7625 0.5686 1.8474 -0.001 -0.015 -0.022 -0.07
C 3.4714 -0.1735 1.4873 0.019 0.016 0.000 -0.52
C 3.2410 -1.3695 2.4166 -0.009 -0.010 -0.003 -0.10
P 1.9529 0.8578 1.3879 -0.063 -0.137 -0.049 1.03
C 1.8790 2.1475 2.7046 -0.006 0.021 -0.001 -0.51
C 2.1642 1.5732 4.0970 0.002 -0.015 -0.020 -0.09
C 2.7523 3.3668 2.4039 -0.007 0.011 -0.013 -0.07
C 2.0202 1.7095 -0.2311 0.062 0.018 -0.073 -0.31
C 3.1113 1.7889 -1.1099 0.001 0.014 0.041 -0.06
C 2.9580 2.3583 -2.3571 0.025 -0.003 0.017 -0.01
C 1.7119 2.8298 -2.7911 -0.015 0.007 -0.009 -0.01
C 0.6088 2.7079 -1.9798 0.055 0.010 -0.017 -0.01
C 0.7658 2.1464 -0.7042 -0.012 -0.097 0.017 -0.34
N -0.3426 1.9237 0.1734 -0.164 0.139 0.229 -0.21
C -1.0758 2.9440 0.8272 0.104 -0.047 -0.084 -0.29
C -0.9051 4.2882 0.5505 0.016 0.043 -0.031 0.01
C -1.6735 5.2079 1.2521 -0.021 -0.029 0.030 -0.02
C -2.5808 4.7742 2.2078 0.013 -0.049 -0.014 -0.02
C -2.7214 3.4171 2.4843 -0.044 0.055 0.026 -0.05
C -1.9618 2.4794 1.7950 -0.017 -0.073 0.009 -0.28
P -1.9211 0.6652 1.9818 -0.042 0.171 0.032 1.06
C -3.6879 0.1380 1.7545 -0.030 -0.002 0.010 -0.49
C -3.8842 -1.3277 1.3639 -0.005 0.004 -0.059 -0.09
C -4.6051 0.4527 2.9404 0.013 0.021 0.003 -0.08
C -1.3241 0.3390 3.7038 0.004 0.012 -0.001 -0.52
C -1.8754 1.2285 4.8198 0.023 -0.005 -0.028 -0.07
C -1.4330 -1.1402 4.0802 0.006 -0.046 0.001 -0.09
H 5.6091 -0.1049 1.7093 0.000 -0.002 0.003 0.10
H 4.7660 0.8778 2.8903 -0.002 0.001 0.011 0.08
H 4.9376 1.4522 1.2360 -0.004 -0.003 -0.025 0.07
H 3.5711 -0.5493 0.4620 0.005 0.003 -0.009 0.06
H 3.1567 -1.0579 3.4565 0.003 0.020 0.031 0.08
H 4.0880 -2.0541 2.3547 -0.003 -0.001 -0.002 0.10
H 2.3305 -1.9202 2.1635 0.005 -0.008 -0.012 0.05
H 0.8303 2.4651 2.6704 -0.002 -0.002 0.015 0.09
H 3.2265 1.3868 4.2425 0.009 -0.001 -0.001 0.08
H 1.6292 0.6447 4.3019 0.009 -0.014 0.009 0.06
H 1.8611 2.3029 4.8480 -0.003 0.001 0.001 0.10
H 3.8112 3.1143 2.3764 -0.001 0.003 0.011 0.08
H 2.6139 4.1052 3.1944 -0.011 0.001 0.000 0.10
H 2.4840 3.8389 1.4584 0.010 0.008 -0.004 0.08
H 4.0872 1.4412 -0.8011 0.019 -0.002 0.013 0.11
H 3.8171 2.4586 -3.0076 0.009 -0.001 0.005 0.13
H 1.6223 3.2896 -3.7659 -0.011 0.002 -0.002 0.13
H -0.3604 3.0720 -2.2955 -0.005 0.002 -0.007 0.13
H -0.1918 4.6183 -0.1932 -0.002 0.012 0.004 0.12
H -1.5599 6.2645 1.0523 -0.003 0.006 -0.003 0.13
H -3.1766 5.4933 2.7526 -0.005 0.001 0.004 0.13
H -3.4153 3.1177 3.2539 -0.011 -0.009 0.009 0.10
H -3.9912 0.7568 0.9016 0.002 -0.008 0.013 0.12
H -3.5172 -2.0190 2.1272 0.000 -0.005 0.022 0.08
H -3.4443 -1.5740 0.4006 0.014 0.013 0.023 0.05
H -4.9536 -1.5198 1.2724 -0.003 -0.013 0.014 0.10
H -4.3979 -0.2061 3.7837 0.003 0.017 0.013 0.08
H -5.6355 0.2690 2.6347 0.000 0.000 -0.001 0.10
H -4.5525 1.4820 3.2805 0.011 0.009 0.004 0.06
H -0.2641 0.5777 3.5901 0.003 -0.019 0.023 0.05
H -2.9329 1.0626 5.0103 -0.027 -0.005 -0.008 0.08
H -1.7121 2.2859 4.6231 -0.005 0.011 -0.007 0.07
H -1.3413 0.9855 5.7399 -0.003 -0.003 0.004 0.10
H -2.4682 -1.4814 4.1157 0.015 -0.004 -0.008 0.08
H -1.0190 -1.2859 5.0785 0.002 -0.003 -0.003 0.10
H -0.8605 -1.7931 3.4155 -0.014 0.016 0.009 0.06
N -0.8148 -2.0084 0.7585 -0.017 0.010 0.034 -0.02
C -1.3948 -2.6821 -0.4045 -0.016 -0.010 0.006 -0.26
C -1.5970 -4.0284 -0.4479 -0.036 -0.054 -0.059 0.01
C -2.2513 -4.6100 -1.5605 0.001 0.091 -0.003 -0.02
C -2.7226 -3.8211 -2.5718 0.043 0.008 0.063 0.02
C -2.5351 -2.4146 -2.5334 -0.034 -0.053 -0.042 -0.13
C -3.0428 -1.5359 -3.5190 0.011 0.023 0.002 0.05
C -2.8389 -0.1906 -3.3881 0.033 0.001 0.041 0.00
C -2.0875 0.2848 -2.3014 -0.046 0.013 -0.040 -0.07
N -1.5842 -0.5019 -1.3696 -0.044 -0.234 0.048 -0.03
C -1.8346 -1.8489 -1.4544 0.016 0.013 0.006 -0.21
H -1.5050 -2.0021 1.5071 -0.006 -0.065 -0.009 0.05
H -0.0216 -2.5458 1.1054 -0.014 -0.005 -0.008 0.11
H -1.2840 -4.6584 0.3772 0.003 0.002 0.005 0.14
H -2.4049 -5.6798 -1.5838 0.002 -0.007 0.000 0.13
H -3.2558 -4.2565 -3.4068 -0.008 0.002 -0.006 0.14
H -3.5968 -1.9359 -4.3589 -0.005 -0.002 -0.003 0.14
H -3.2290 0.5139 -4.1082 -0.003 0.004 -0.004 0.13
H -1.8935 1.3436 -2.1924 0.005 0.009 -0.016 0.11
O 1.0181 -1.2678 -0.9131 0.225 -0.296 0.196 -0.69
S 2.3191 -1.5784 -1.7009 0.018 0.091 -0.145 1.08
C 2.9505 -3.1205 -1.0028 -0.017 0.039 0.008 -0.28
C 2.1972 -4.2533 -1.6877 -0.023 0.011 -0.005 -0.20
C 2.1457 -3.8552 -3.1594 -0.039 0.002 0.006 -0.19
C 1.6880 -2.3952 -3.2032 0.059 0.027 -0.026 -0.25
H 2.8674 -3.0514 0.0818 0.001 -0.015 -0.002 0.09
H 4.0118 -3.1199 -1.2690 0.003 -0.027 0.008 0.12
H 1.1875 -4.3436 -1.2785 0.015 0.014 0.000 0.10
H 2.7069 -5.2029 -1.5331 0.010 0.003 -0.001 0.14
H 1.4609 -4.4770 -3.7341 -0.001 0.005 -0.005 0.13
H 3.1319 -3.9532 -3.6145 0.007 -0.002 0.007 0.13
H 0.6055 -2.2841 -3.1120 0.001 -0.016 -0.011 0.09
H 2.0401 -1.8340 -4.0666 -0.017 -0.013 -0.019 0.11
```
Forces are in eV/Å.

## Properties
Energy above the lowest of the compared OMol25 structures with the same formula, charge and spin: 0.00 kcal/mol
2S+1: 1
LUMO level (spin up / spin down): -8.74 / -8.74 eV
Highest occupied orbital energy (spin up / spin down): -15.72 / -15.72 eV
F_max: 0.43 eV/Å
E_tot: -2827.7932 Ha
Net charge: +3

***

No. 2
# C37H53Br4GeN4O5Si3Sr

C37H53Br4GeN4O5Si3Sr as an isolated structure (ωB97M-V/def2-TZVPD, the OMol25 dataset).

Structure (XYZ):
```
108
Properties=species:S:1:pos:R:3:forces:R:3:lowdin_charge:R:1
Sr 0.1165 -0.3424 0.0553 -0.256 -0.863 -0.079 1.44
O -1.4761 -0.2733 -1.7925 -0.144 -0.196 -0.101 -0.25
C -1.2626 -0.2451 -3.0405 0.282 0.613 -0.053 -0.42
C -2.0681 -0.9955 -3.9526 0.105 0.003 -0.064 -0.04
C -1.8974 -0.9138 -5.3133 -0.095 -0.102 0.050 -0.12
C -0.9158 -0.0930 -5.8805 0.115 0.081 0.002 -0.14
C -0.1072 0.6359 -5.0272 -0.082 -0.022 -0.070 -0.10
C -0.2366 0.5925 -3.6358 -0.032 -0.072 -0.028 -0.16
C 0.6974 1.4385 -2.8901 -0.097 0.209 0.092 -0.14
N 0.7453 1.6319 -1.6339 0.122 -0.309 0.334 -0.03
C 1.7675 2.4799 -1.0417 0.136 -0.033 -0.097 -0.21
C 2.5826 1.7439 0.0540 -0.135 0.205 0.081 -0.21
N 1.7017 1.3238 1.1143 -0.421 -0.051 -0.201 -0.08
C 1.9187 1.4384 2.3583 0.148 0.147 -0.157 -0.12
C 1.0404 0.9685 3.4273 -0.016 -0.052 0.036 -0.13
C 1.5752 1.0107 4.7203 -0.034 -0.023 0.048 -0.08
C 0.8844 0.5604 5.8264 0.075 0.043 -0.019 -0.14
C -0.4011 0.0411 5.6339 -0.110 -0.048 -0.003 -0.11
C -0.9810 -0.0013 4.3898 0.127 -0.008 0.035 -0.03
C -0.3047 0.4690 3.2242 0.337 0.481 -0.077 -0.40
O -0.8915 0.5030 2.0935 -0.057 0.046 0.095 -0.27
H -2.8404 -1.6201 -3.5203 0.002 -0.004 0.006 0.10
H -2.5486 -1.4950 -5.9602 0.012 0.008 -0.005 0.09
H -0.7957 -0.0262 -6.9545 0.002 0.001 0.005 0.08
H 0.6579 1.2850 -5.4468 -0.008 -0.005 -0.002 0.10
H 1.4123 1.9789 -3.5365 0.016 -0.035 -0.013 0.12
H 1.2670 3.3261 -0.5607 -0.010 0.039 -0.049 0.10
H 2.4577 2.8663 -1.8093 0.029 0.035 0.033 0.11
H 3.3939 2.3928 0.4193 0.018 0.053 -0.100 0.11
H 3.0295 0.8496 -0.3961 0.035 -0.032 0.079 0.12
H 2.8496 1.9216 2.7026 0.005 -0.032 0.038 0.12
H 2.5824 1.4013 4.8408 -0.001 -0.004 0.003 0.10
H 1.3299 0.5909 6.8124 0.008 -0.003 -0.005 0.08
H -0.9564 -0.3419 6.4848 0.010 0.011 0.003 0.09
H -1.9728 -0.4118 4.2448 0.003 -0.001 -0.005 0.10
Br 0.6482 -7.4581 2.1595 0.011 0.023 -0.011 0.60
C 1.0980 -5.6783 1.6567 -0.077 -0.102 0.029 -0.79
C 2.4098 -5.3016 1.4996 0.118 0.004 -0.002 -0.79
Br 3.8213 -6.5504 1.7667 -0.026 0.005 0.002 0.60
C 2.7080 -3.9699 1.1490 0.044 0.025 0.016 -0.64
Br 4.5054 -3.4003 0.8700 -0.006 -0.007 0.006 0.66
C 1.7373 -2.9756 0.9697 -0.145 -0.149 -0.015 -0.47
O 2.0147 -1.7705 0.6459 -0.180 -0.008 0.244 -0.26
C 0.3217 -3.3894 1.1195 0.184 0.011 -0.089 -0.48
O -0.6129 -2.5400 0.8826 0.256 0.017 -0.003 -0.27
C 0.0799 -4.7235 1.4564 -0.041 -0.020 -0.003 -0.65
Br -1.7596 -5.2082 1.5632 0.004 -0.004 0.001 0.66
C -0.2060 -3.6031 -2.1760 -0.042 0.023 0.005 -0.01
N 0.6466 -3.2556 -3.3002 -0.032 0.021 -0.023 -0.06
C 0.4010 -3.9950 -4.5192 0.009 0.003 -0.005 -0.17
C 1.6167 -3.9666 -5.4223 -0.009 0.023 0.004 -0.16
C 2.0313 -2.5232 -5.6189 -0.023 -0.014 -0.012 -0.18
N 2.2656 -1.9093 -4.3318 -0.001 0.028 -0.044 -0.08
C 3.0699 -0.7124 -4.3288 0.038 0.053 -0.030 -0.05
C 1.4711 -2.1689 -3.2259 0.072 -0.161 0.044 -0.46
O 1.5710 -1.4853 -2.2174 -0.180 0.194 0.152 0.02
H 0.0762 -4.5751 -1.7626 -0.001 -0.004 -0.022 0.10
H -1.2498 -3.6403 -2.4998 0.001 0.019 -0.002 0.10
H -0.1249 -2.8691 -1.3847 -0.001 -0.016 -0.018 0.06
H -0.4726 -3.5781 -5.0409 0.000 -0.009 -0.017 0.12
H 0.1538 -5.0230 -4.2423 0.013 0.006 0.015 0.12
H 1.3906 -4.4386 -6.3806 -0.016 0.014 -0.006 0.11
H 2.4350 -4.5152 -4.9499 0.002 -0.014 -0.009 0.12
H 1.2554 -1.9762 -6.1747 0.012 -0.003 -0.014 0.11
H 2.9573 -2.4600 -6.1984 0.012 -0.008 0.021 0.12
H 4.0912 -0.9438 -4.6481 -0.005 -0.021 -0.003 0.08
H 3.0944 -0.3098 -3.3205 0.000 -0.013 0.005 0.08
H 2.6615 0.0474 -5.0065 -0.001 -0.020 0.015 0.07
C -3.4136 5.3138 1.4496 0.081 -0.062 0.039 -0.24
Si -2.3383 3.7583 1.6655 0.173 -0.025 0.075 0.31
C -2.8689 3.0345 3.3197 -0.038 0.079 -0.039 -0.21
C -0.5654 4.3869 1.8163 -0.087 -0.053 0.035 -0.22
Ge -2.5043 2.2017 -0.1355 -0.506 0.150 -0.035 0.73
Si -4.3134 0.7088 0.3167 0.104 -0.068 0.020 0.32
C -4.0296 -0.3640 1.8301 -0.042 0.059 -0.105 -0.21
C -4.6889 -0.4282 -1.1350 -0.013 0.043 0.113 -0.22
C -5.8568 1.7719 0.6493 0.041 -0.098 -0.006 -0.23
Si -3.0165 3.4468 -2.1098 0.128 0.014 -0.067 0.31
C -4.5177 4.6034 -1.9514 0.051 -0.041 -0.098 -0.23
C -3.4212 2.4426 -3.6523 0.017 0.062 0.008 -0.20
C -1.5521 4.5737 -2.5227 -0.075 -0.007 0.001 -0.23
H -3.3977 5.8472 2.4065 -0.021 0.059 -0.030 0.02
H -4.4529 5.0897 1.2037 -0.002 -0.047 0.027 0.01
H -3.0195 5.9842 0.6824 0.006 -0.017 -0.026 0.01
H -2.7151 3.7986 4.0901 -0.013 -0.037 0.035 0.03
H -2.3040 2.1453 3.5959 0.049 0.007 -0.061 0.00
H -3.9306 2.7727 3.3168 -0.004 0.016 -0.022 0.02
H -0.4931 5.1407 2.6066 0.031 -0.001 0.006 0.02
H -0.2273 4.8378 0.8793 -0.016 0.006 -0.004 0.01
H 0.1070 3.5603 2.0563 -0.017 -0.010 0.002 0.01
H -3.1241 -0.9663 1.7339 -0.002 0.000 -0.030 0.03
H -4.8894 -1.0324 1.9481 0.013 -0.015 0.045 0.03
H -3.9241 0.2398 2.7336 0.000 0.009 -0.010 0.01
H -3.8634 -1.1319 -1.2510 0.008 0.007 0.001 0.02
H -4.8103 0.1003 -2.0819 0.001 0.033 0.016 0.01
H -5.6086 -0.9830 -0.9213 0.004 -0.028 -0.036 0.02
H -5.7085 2.4363 1.5042 0.022 -0.010 0.004 0.01
H -6.7006 1.1113 0.8766 -0.022 0.024 0.011 0.02
H -6.1311 2.3885 -0.2092 0.030 -0.009 -0.028 0.00
H -5.4531 4.0441 -1.8805 0.015 -0.038 0.014 0.01
H -4.5527 5.1896 -2.8774 -0.061 0.032 0.023 0.02
H -4.4740 5.2955 -1.1125 0.064 -0.006 0.031 -0.01
H -4.3059 1.8200 -3.5034 -0.001 0.007 0.015 0.02
H -2.6132 1.7939 -3.9913 0.012 0.039 0.055 0.01
H -3.6452 3.1579 -4.4523 -0.014 -0.041 -0.031 0.03
H -1.4216 5.3364 -1.7497 0.007 -0.005 0.008 0.01
H -1.7217 5.0814 -3.4777 0.020 0.023 0.007 0.02
H -0.6227 4.0055 -2.5935 -0.020 -0.028 -0.003 0.00
```
Forces are in eV/Å.

## Properties
⟨S²⟩: 0.7527
Energy above the lowest of the compared OMol25 structures with the same formula, charge and spin: 1.29 kcal/mol
2S+1: 2
LUMO level (spin up / spin down): 4.02 / 3.67 eV
Highest occupied orbital energy (spin up / spin down): -1.14 / -1.14 eV
F_max: 0.90 eV/Å
E_tot: -15309.4246 Ha
Net charge: -2